i.
Density functional theory data (ωB97M-V/def2-TZVPD) for the ion C8H12N with charge +1.

SMILES: CC/C=C1/C2=C[C@]21[NH2+]C
charge: +1
orbital gap: 9.5 eV

Positions of all 21 atoms, in Å:
C: 2.625 -0.813 -1.076
C: 1.624 -1.540 -1.251
C: 0.264 -1.012 -1.342
C: -0.960 -1.391 -1.635
C: 1.078 0.089 -0.755
C: -2.092 0.603 -0.253
C: 2.160 0.945 1.342
C: -2.126 -0.541 -1.344
N: 1.025 0.094 0.820
H: 3.735 -0.690 -0.994
H: -0.968 -2.318 -2.149
H: -1.210 1.112 -0.343
H: -2.135 0.254 0.813
H: -3.004 1.211 -0.439
H: 2.509 1.351 0.369
H: 1.717 1.738 1.998
H: 3.005 0.411 1.735
H: -2.704 -0.229 -2.303
H: -2.875 -1.266 -0.967
H: 0.187 0.683 1.052
H: 0.899 -0.861 1.288


ii.
Density functional theory data (ωB97M-V/def2-TZVPD) for a structure of composition C8H12N.

charge: +1
orbital gap: 10.3 eV

Positions of all 21 atoms, in Å:
C: 0.283 -0.453 -1.899
C: -0.707 0.256 -1.348
C: -0.984 1.617 -0.793
C: 1.710 -0.401 0.159
C: 1.195 1.016 0.430
C: 0.656 -1.098 -0.551
C: -0.359 0.981 0.530
C: -1.718 -1.241 0.598
N: -0.674 -0.409 -0.046
H: 0.610 -0.642 -2.863
H: -0.455 2.357 -1.253
H: -1.962 1.736 -0.599
H: 2.383 -0.285 -0.622
H: 2.079 -0.883 1.110
H: 1.627 1.209 1.411
H: 1.580 1.694 -0.340
H: 0.633 -2.252 -0.412
H: -0.760 1.097 1.559
H: -2.558 -1.311 -0.077
H: -1.369 -2.122 1.063
H: -2.066 -0.628 1.423


Which structure is the least stable? The one labeled i.